Record 1
ORCA calculation (ωB97M-V with the def2-TZVPD basis set) on a 15-piece molecular cluster, C45H120O15 overall.

```
180
C45H120O15 (ωB97M-V with the def2-TZVPD basis set)
O 13.10 19.09 14.06
O 13.44 15.45 21.43
O 13.25 9.34 14.61
O 19.31 19.32 14.52
O 9.34 10.74 15.40
O 17.39 13.25 19.59
O 12.50 17.03 19.18
O 17.23 13.08 12.29
O 10.04 15.53 13.65
O 14.47 21.45 14.89
O 17.46 14.38 9.63
O 11.79 10.62 16.72
O 17.27 15.65 18.38
O 14.52 15.66 17.70
O 11.19 17.23 15.61
C 18.11 20.02 12.59
C 12.81 11.43 13.29
C 13.87 10.52 13.99
C 11.10 17.92 20.92
C 14.46 14.47 21.05
C 19.27 16.84 18.03
C 13.40 10.24 18.56
C 9.90 17.69 15.97
C 14.32 15.13 16.42
C 9.14 12.15 15.49
C 11.95 10.56 18.17
C 13.28 19.13 20.20
C 12.84 14.56 16.35
C 10.67 14.50 12.84
C 13.78 19.96 12.07
C 9.37 16.89 17.07
C 11.94 15.18 12.24
C 17.88 14.12 13.04
C 8.07 12.46 14.47
C 10.12 19.15 16.35
C 15.33 21.37 15.96
C 11.32 19.15 12.30
C 17.10 17.90 17.51
C 17.83 16.61 17.57
C 17.62 12.08 18.87
C 14.71 11.22 15.00
C 19.08 11.88 18.46
C 14.59 20.85 17.23
C 16.67 12.14 17.66
C 9.76 13.93 11.83
C 15.91 22.82 16.11
C 12.80 18.95 12.73
C 14.47 16.13 15.30
C 10.94 9.66 18.88
C 18.45 18.85 13.52
C 15.45 15.62 8.79
C 8.63 12.48 16.94
C 13.85 13.21 20.44
C 17.16 18.22 14.05
C 12.09 18.26 19.82
C 17.23 16.87 10.10
C 19.38 14.12 12.72
C 17.63 13.88 14.55
C 15.22 14.16 22.34
C 16.54 15.50 9.87
H 17.67 14.02 19.07
H 8.29 11.96 13.55
H 10.61 18.83 21.23
H 14.30 19.77 17.16
H 16.58 22.96 15.23
H 19.58 14.16 11.65
H 19.99 14.90 13.23
H 9.12 15.19 13.77
H 10.46 13.34 11.23
H 15.37 10.50 15.55
H 11.78 11.60 18.53
H 19.81 11.93 19.25
H 18.02 12.90 14.84
H 16.94 13.09 17.14
H 12.07 15.26 16.61
H 16.06 17.72 17.14
H 10.13 12.62 15.28
H 13.00 20.18 20.50
H 11.13 20.23 12.14
H 15.48 16.54 15.11
H 18.05 14.69 15.18
H 9.96 9.95 18.52
H 12.42 10.93 12.40
H 10.50 18.87 12.98
H 18.89 19.99 15.05
H 14.49 10.11 13.23
H 11.61 18.68 18.97
H 14.63 13.63 23.10
H 15.20 21.03 18.09
H 10.03 17.07 17.93
H 15.56 15.13 22.79
H 15.04 14.95 20.27
H 17.08 18.41 18.48
H 16.60 17.74 13.22
H 12.82 14.94 22.00
H 17.44 15.13 12.84
H 9.40 12.23 17.66
H 14.76 19.90 12.57
H 16.53 19.06 14.50
H 19.75 17.64 17.42
H 11.23 18.68 11.31
H 15.99 13.44 22.13
H 14.06 10.82 17.96
H 19.28 17.18 19.07
H 19.13 10.86 18.02
H 16.13 20.65 15.71
H 17.77 17.22 9.18
H 13.73 21.48 17.38
H 18.02 14.46 8.87
H 12.61 18.49 14.59
H 11.67 15.77 11.37
H 11.67 17.46 21.75
H 11.00 13.77 13.56
H 12.78 13.69 16.96
H 13.61 9.13 18.36
H 12.70 14.45 12.00
H 17.46 17.44 14.77
H 8.37 17.08 17.48
H 7.84 11.77 17.16
H 17.72 18.49 16.84
H 9.19 17.76 15.11
H 12.32 15.82 13.02
H 17.95 16.13 16.58
H 7.13 12.02 14.79
H 16.46 17.63 10.31
H 15.61 12.20 17.94
H 18.00 16.89 10.90
H 14.90 14.70 8.64
H 16.53 13.81 14.60
H 9.50 15.84 16.88
H 19.38 12.54 17.65
H 10.78 19.32 17.16
H 19.04 18.11 13.04
H 17.31 11.28 19.54
H 12.05 11.66 14.00
H 16.55 22.96 16.95
H 13.89 19.23 19.32
H 19.80 13.17 13.04
H 14.63 12.51 20.13
H 13.99 8.80 14.88
H 19.04 20.42 12.17
H 10.86 9.89 19.93
H 10.27 17.34 20.56
H 13.29 13.51 19.52
H 9.22 19.73 16.52
H 13.08 17.91 12.46
H 11.12 8.57 18.76
H 13.94 19.73 11.03
H 8.28 13.56 17.04
H 15.80 15.99 7.84
H 14.18 15.63 14.34
H 17.45 19.79 11.73
H 9.23 14.70 11.20
H 12.53 10.10 16.29
H 14.71 16.35 9.13
H 15.01 14.28 16.32
H 10.99 16.50 14.95
H 10.58 19.70 15.52
H 13.95 18.71 20.97
H 14.12 11.77 15.77
H 9.03 13.23 12.23
H 12.80 16.50 19.93
H 14.03 20.64 14.69
H 16.89 11.28 16.98
H 13.42 10.44 19.64
H 13.40 20.97 12.20
H 16.14 15.19 10.84
H 13.36 12.32 12.89
H 13.12 12.67 21.08
H 12.63 14.29 15.32
H 17.68 20.83 13.16
H 15.39 11.93 14.52
H 15.14 23.58 16.07
H 13.82 16.99 15.45
H 7.87 13.51 14.39
H 17.29 13.32 11.34
H 10.15 10.56 15.91
H 19.86 15.92 18.00
H 16.30 15.52 18.29
H 13.81 16.29 17.96
```

**Charge**: 0
**E_HOMO**: -9.54 eV

Mulliken atomic charge list, values in e, 99 entries: atom 1 (O): 0.423, atom 2 (O): -0.499, atom 3 (O): -0.631, atom 4 (O): -0.652, atom 5 (O): -0.676, atom 6 (O): -0.441, atom 7 (O): -0.073, atom 8 (O): -0.677, atom 9 (O): -0.546, atom 10 (O): -0.596, atom 11 (O): -0.599, atom 12 (O): -0.163, atom 13 (O): -0.681, atom 14 (O): 1.560, atom 15 (O): 0.971, atom 16 (C): -1.127, atom 17 (C): -0.399, atom 18 (C): -0.190, atom 19 (C): -1.419, atom 20 (C): 1.656, atom 21 (C): -1.941, atom 22 (C): -1.194, atom 23 (C): 0.909, atom 24 (C): 2.141, atom 25 (C): 2.848, atom 26 (C): 1.070, atom 27 (C): -1.049, atom 28 (C): -0.598, atom 29 (C): 2.033, atom 30 (C): -1.580, atom 31 (C): -0.455, atom 32 (C): -0.466, atom 33 (C): 1.829, atom 34 (C): -1.914, atom 35 (C): -1.405, atom 36 (C): 2.011, atom 37 (C): -1.383, atom 38 (C): -0.800, atom 39 (C): 2.528, atom 40 (C): 0.094, atom 41 (C): 0.503, atom 42 (C): -1.596, atom 43 (C): -1.171, atom 44 (C): 1.263, atom 45 (C): -1.563, atom 46 (C): -1.725, atom 47 (C): 1.615, atom 48 (C): 0.460, atom 49 (C): -1.809, atom 50 (C): -0.089, atom 51 (C): -1.573, atom 52 (C): -1.119, atom 53 (C): -0.913, atom 54 (C): 0.607, atom 55 (C): 1.200, atom 56 (C): -0.975, atom 57 (C): -1.768, atom 58 (C): -0.203, atom 59 (C): -1.665, atom 60 (C): 1.425, atom 61 (H): 0.426, atom 62 (H): 0.369, atom 63 (H): 0.449, atom 64 (H): -0.148, atom 65 (H): 0.392, atom 66 (H): 0.373, atom 67 (H): 0.318, atom 68 (H): 0.163, atom 69 (H): 0.383, atom 70 (H): 0.291, atom 71 (H): 0.026, atom 72 (H): 0.402, atom 73 (H): 0.597, atom 74 (H): -0.491, atom 75 (H): 0.048, atom 76 (H): -0.171, atom 77 (H): -1.273, atom 78 (H): 0.353, atom 79 (H): 0.385, atom 80 (H): -0.941, atom 81 (H): -0.032, atom 82 (H): 0.378, atom 83 (H): 0.434, atom 84 (H): 0.175, atom 85 (H): 0.339, atom 86 (H): 0.561, atom 87 (H): -0.530, atom 88 (H): 0.435, atom 89 (H): 0.587, atom 90 (H): -0.336, atom 91 (H): 0.384, atom 92 (H): -0.849, atom 93 (H): 0.541, atom 94 (H): 0.447, atom 95 (H): 0.317, atom 96 (H): -0.510, atom 97 (H): -0.041, atom 98 (H): 0.096, atom 99 (H): -0.316

---

Record 2
ORCA calculation (ωB97M-V with the def2-TZVPD basis set) on C37H35N7O7STi as an isolated structure.

```
88
C37H35N7O7STi (ωB97M-V with the def2-TZVPD basis set)
Ti 0.25 0.10 0.91
S 4.93 1.00 -1.43
O -0.70 1.43 -0.53
O -1.56 4.00 2.01
O -0.51 -1.21 2.03
O -4.53 -1.64 -1.67
O -1.92 3.11 -1.23
O 0.28 -1.10 -0.56
O -0.36 1.73 2.06
N -2.22 -2.60 -0.81
N -2.91 1.46 0.04
N 2.45 1.15 -0.65
N 1.84 1.59 2.66
N 4.06 1.72 0.98
N 1.59 0.25 2.31
N -2.93 0.21 0.68
C 3.68 1.31 -0.25
C 0.12 -4.35 3.69
C 0.74 2.28 2.47
C -0.36 5.90 2.68
C -1.30 -3.54 -0.35
C -3.47 -1.53 -2.55
C -5.46 -0.57 -1.65
C 0.09 -3.46 -0.31
C -0.40 4.52 2.47
C 2.44 0.85 -2.02
C 1.88 4.37 3.23
C 0.14 -2.16 2.68
C -2.24 -2.05 -2.11
C 3.70 0.71 -2.61
C 2.12 -3.04 3.77
C 0.81 -4.67 0.01
C 3.86 0.44 -3.96
C -3.13 3.86 -1.17
C -1.32 -1.59 -4.28
C 1.92 5.73 3.44
C 1.49 -1.99 3.09
C 2.16 -4.70 0.16
C -3.61 -1.05 -3.84
C 2.72 0.32 -4.74
C 1.47 -4.21 4.06
C 2.27 -2.33 -0.25
C -2.53 -1.07 -4.71
C 2.92 -3.51 0.01
C 0.79 6.49 3.16
C 1.31 0.72 -2.81
C 2.14 -0.71 2.98
C -1.17 -2.07 -2.98
C -0.53 -3.34 3.03
C 1.46 0.47 -4.16
C -1.81 1.97 -0.55
C 0.87 -2.27 -0.40
C 0.74 3.74 2.73
H 5.04 1.69 1.21
H -3.16 -2.75 -0.47
H 3.37 1.83 1.72
H -3.97 3.29 -1.56
H 1.98 -5.01 4.58
H -6.13 -0.76 -0.81
H 2.82 6.20 3.82
H -1.25 6.47 2.46
H 2.82 0.12 -5.80
H -0.22 -2.47 -2.67
H 4.85 0.34 -4.39
H -2.96 4.73 -1.79
H -3.74 2.01 0.13
H 3.15 -2.90 4.08
H -2.41 0.24 1.56
H 2.81 -1.40 -0.35
H -0.47 -1.63 -4.95
H 2.75 3.76 3.44
H -4.94 0.38 -1.51
H 0.24 -5.58 0.13
H 0.32 0.81 -2.37
H -3.31 4.19 -0.14
H 3.99 -3.52 0.10
H 0.81 7.56 3.32
H 0.58 0.39 -4.78
H 2.66 -5.63 0.39
H -6.04 -0.54 -2.57
H -4.57 -0.68 -4.17
H -2.55 -0.51 0.07
H -1.57 -3.44 2.73
H -2.64 -0.70 -5.72
H -0.41 -5.26 3.93
H 3.02 -0.49 3.59
H -1.41 3.02 1.98
H -1.75 -4.45 0.03
```

**Charge**: 0
**E_HOMO (spin up / spin down)**: -4.86 / -5.14 eV

The computed Mulliken charges, all in e, follow: atom 1 (Ti): 0.203, atom 2 (S): -0.367, atom 3 (O): 0.277, atom 4 (O): -0.704, atom 5 (O): -0.170, atom 6 (O): -0.445, atom 7 (O): -0.372, atom 8 (O): 0.504, atom 9 (O): -1.159, atom 10 (N): 0.138, atom 11 (N): 0.393, atom 12 (N): 0.050, atom 13 (N): -1.366, atom 14 (N): -0.301, atom 15 (N): 1.406, atom 16 (N): -0.703, atom 17 (C): 0.481, atom 18 (C): -0.507, atom 19 (C): 1.456, atom 20 (C): -0.733, atom 21 (C): -1.544, atom 22 (C): 1.109, atom 23 (C): -0.681, atom 24 (C): 1.527, atom 25 (C): 0.311, atom 26 (C): -1.074, atom 27 (C): -0.490, atom 28 (C): 0.650, atom 29 (C): 0.499, atom 30 (C): 0.760, atom 31 (C): -0.758, atom 32 (C): -1.184, atom 33 (C): -0.603, atom 34 (C): -0.956, atom 35 (C): -0.722, atom 36 (C): -0.887, atom 37 (C): 0.335, atom 38 (C): -0.836, atom 39 (C): -0.517, atom 40 (C): -0.685, atom 41 (C): -0.789, atom 42 (C): -0.227, atom 43 (C): -1.033, atom 44 (C): -0.871, atom 45 (C): -0.360, atom 46 (C): 0.316, atom 47 (C): -0.774, atom 48 (C): -0.679, atom 49 (C): -0.363, atom 50 (C): -0.893, atom 51 (C): 0.304, atom 52 (C): 0.236, atom 53 (C): 0.326, atom 54 (H): 0.185, atom 55 (H): 0.358, atom 56 (H): 0.241, atom 57 (H): 0.315, atom 58 (H): 0.401, atom 59 (H): 0.267, atom 60 (H): 0.409, atom 61 (H): 0.441, atom 62 (H): 0.395, atom 63 (H): 0.268, atom 64 (H): 0.393, atom 65 (H): 0.285, atom 66 (H): 0.313, atom 67 (H): 0.419, atom 68 (H): 0.291, atom 69 (H): 0.112, atom 70 (H): 0.687, atom 71 (H): 0.418, atom 72 (H): 0.116, atom 73 (H): 0.414, atom 74 (H): 0.298, atom 75 (H): 0.339, atom 76 (H): 0.485, atom 77 (H): 0.388, atom 78 (H): 0.683, atom 79 (H): 0.367, atom 80 (H): 0.366, atom 81 (H): 0.295, atom 82 (H): 0.028, atom 83 (H): 0.443, atom 84 (H): 0.409, atom 85 (H): 0.432, atom 86 (H): 0.407, atom 87 (H): 0.462, atom 88 (H): 0.340

---

Record 3
ORCA calculation (ωB97M-V with the def2-TZVPD basis set) on one molecule with the formula C3H7NS.

```
12
C3H7NS (ωB97M-V with the def2-TZVPD basis set)
S 0.95 -0.52 -0.02
N 0.06 0.87 0.21
C 2.56 0.10 -0.09
C -1.88 -0.63 0.00
C -1.26 0.72 -0.29
H 2.90 0.46 -0.96
H 3.07 -0.88 0.41
H -3.09 -0.71 -0.36
H -1.87 1.57 -0.14
H 2.29 1.09 0.57
H -2.31 -0.53 1.08
H -1.43 -1.53 -0.42
```

**Charge**: 0
**E_HOMO**: -8.01 eV

The computed Mulliken charges, all in e, follow: atom 1 (S): 0.032, atom 2 (N): -0.287, atom 3 (C): -0.721, atom 4 (C): -0.942, atom 5 (C): -0.157, atom 6 (H): 0.325, atom 7 (H): 0.232, atom 8 (H): 0.293, atom 9 (H): 0.320, atom 10 (H): 0.244, atom 11 (H): 0.270, atom 12 (H): 0.389

---

Computed largest force on an atom (eV Å⁻¹) in order:
2.7; 1.2; 6.6
Computed electronic energy (eV) in order:
-79322.88575; -97652.20734; -15545.93975
Computed relative energy (zero: lowest compared OMol25 entry of this formula, charge and spin) (kcal/mol) in order:
79.5; 5.0; 85.4